A cluster of 10 separate species, C44H68BrN10O3P in total, computed with ωB97M-V/def2-TZVPD.

Results
E = -5406.044715 hartree
Frontier orbital gap = 8.308 eV
Net charge = 0
LUMO = -0.14 eV
HOMO level = -8.45 eV
SMILES string = O=C1NC(=O)c2c1cccc2P(O)Br.CCCC#N.CCCC#N.CCCC#N.CCCC#N.CCCC#N.CCCC#N.CCCC#N.CCCC#N.CCCC#N

Each line ends with the Mulliken charge.
Atoms and positions in Å:
1 O -3.9059 -0.6653 -0.1052  -0.60
2 C -3.4577 0.3646 -0.5328  0.06
3 N -2.2054 0.5054 -1.1595  0.15
4 C -1.7885 1.8570 -1.0777  -0.32
5 O -0.6468 2.2268 -1.1088  -0.48
6 C -3.0813 2.6163 -0.8740  0.40
7 C -4.0824 1.7392 -0.5172  -0.04
8 C -5.3447 2.1219 -0.2236  -0.53
9 C -5.6420 3.4545 -0.3133  -0.80
10 C -4.6700 4.3320 -0.6896  -0.38
11 C -3.3887 3.9502 -0.9734  0.97
12 P -2.1617 5.2449 -1.4337  -0.01
13 O -0.9902 4.6126 -2.3943  -0.41
14 Br -1.1908 5.6034 0.5618  -0.16
15 H -2.0239 -0.0064 -2.0077  0.28
16 H -6.0638 1.3698 0.0709  0.75
17 H -6.6302 3.8127 -0.0731  0.42
18 H -4.8918 5.3899 -0.7635  0.37
19 H -0.1819 4.5142 -1.8700  0.25
20 C -4.9637 -3.5716 1.1729  -1.04
21 C -3.9261 -4.6859 1.1715  -0.04
22 C -4.4503 -5.9913 0.5698  -0.53
23 C -5.6025 -6.4941 1.3330  0.32
24 N -6.5086 -6.8855 1.9256  -0.51
25 H -5.8265 -3.8293 1.7866  0.14
26 H -4.5353 -2.6575 1.5806  0.32
27 H -5.3144 -3.3560 0.1613  0.35
28 H -3.5910 -4.8637 2.1942  0.29
29 H -3.0557 -4.3610 0.6030  0.07
30 H -3.6667 -6.7486 0.5805  0.33
31 H -4.7609 -5.8384 -0.4654  0.34
32 C 0.3186 -2.7572 0.3017  -0.48
33 C 1.3714 -3.8616 0.3045  -0.46
34 C 0.8516 -5.1835 -0.2731  -0.52
35 C -0.2821 -5.6824 0.5161  0.27
36 N -1.1718 -6.0725 1.1325  -0.45
37 H -0.5361 -3.0159 0.9290  0.29
38 H 0.7384 -1.8296 0.6911  -0.18
39 H -0.0456 -2.5635 -0.7092  0.34
40 H 1.7208 -4.0213 1.3265  0.32
41 H 2.2333 -3.5371 -0.2816  0.33
42 H 1.6384 -5.9380 -0.2651  0.34
43 H 0.5258 -5.0467 -1.3052  0.27
44 C 1.5440 3.4105 2.9856  -1.00
45 C 1.6714 1.8951 2.9441  -0.32
46 C 0.8457 1.2622 1.8199  0.66
47 C -0.5876 1.5534 2.0031  -0.02
48 N -1.7056 1.7756 2.1495  -0.52
49 H 0.5136 3.7135 3.1790  0.36
50 H 2.1605 3.8255 3.7853  0.42
51 H 1.8601 3.8574 2.0445  0.05
52 H 1.3576 1.4762 3.9034  0.40
53 H 2.7221 1.6309 2.8077  -0.13
54 H 0.9829 0.1808 1.8174  -0.13
55 H 1.1625 1.6458 0.8492  0.21
56 C 5.4196 6.8702 0.8341  -1.30
57 C 5.5067 5.3484 0.8086  -0.55
58 C 4.6559 4.7206 -0.2992  0.86
59 C 3.2357 5.0539 -0.1168  0.06
60 N 2.1224 5.3046 0.0372  -0.41
61 H 4.4033 7.2095 1.0398  0.34
62 H 6.0623 7.2751 1.6160  0.36
63 H 5.7371 7.2968 -0.1193  0.33
64 H 5.1929 4.9555 1.7787  0.32
65 H 6.5465 5.0500 0.6624  0.36
66 H 4.7609 3.6348 -0.2871  -0.76
67 H 4.9778 5.0793 -1.2779  0.37
68 C -8.6149 -4.7251 2.3009  -1.04
69 C -10.0561 -4.2276 2.3056  -0.85
70 C -10.3746 -3.3186 1.1122  -0.15
71 C -9.5055 -2.1286 1.1437  0.36
72 N -8.8238 -1.2016 1.1787  -0.55
73 H -7.9103 -3.8970 2.3842  0.20
74 H -8.4367 -5.3895 3.1437  0.42
75 H -8.3929 -5.2753 1.3885  0.33
76 H -10.2480 -3.6905 3.2373  0.36
77 H -10.7315 -5.0847 2.2845  0.38
78 H -11.4162 -2.9972 1.1479  0.42
79 H -10.2175 -3.8454 0.1732  0.04
80 C 4.3330 2.9525 -4.6366  -1.17
81 C 4.6914 1.5653 -4.1148  -0.70
82 C 5.0659 1.5672 -2.6289  0.33
83 C 6.2372 2.4209 -2.3883  0.28
84 N 7.1521 3.0934 -2.1979  -0.63
85 H 5.1793 3.6378 -4.5648  0.35
86 H 4.0442 2.9018 -5.6863  0.37
87 H 3.4977 3.3783 -4.0765  0.26
88 H 5.5205 1.1649 -4.7020  0.33
89 H 3.8420 0.8963 -4.2612  0.39
90 H 5.2989 0.5563 -2.2964  0.16
91 H 4.2364 1.9353 -2.0238  0.08
92 C -10.0766 -2.1609 -4.6045  -1.18
93 C -10.5965 -1.3710 -3.4084  -0.63
94 C -10.3888 -2.0993 -2.0767  -0.20
95 C -11.1084 -3.3873 -2.0809  0.33
96 N -11.6728 -4.3899 -2.0999  -0.52
97 H -10.6076 -3.1068 -4.7203  0.36
98 H -10.2171 -1.5940 -5.5250  0.35
99 H -9.0114 -2.3764 -4.4992  0.29
100 H -11.6589 -1.1640 -3.5510  0.31
101 H -10.0850 -0.4080 -3.3646  0.36
102 H -10.7598 -1.4901 -1.2531  0.28
103 H -9.3275 -2.2846 -1.9045  0.30
104 C 7.4042 -0.2123 0.2577  -0.54
105 C 7.0200 0.6603 1.4455  -0.24
106 C 5.6606 0.2850 2.0481  -0.47
107 C 4.5982 0.4448 1.0474  0.20
108 N 3.7657 0.5887 0.2653  -0.38
109 H 6.6960 -0.1019 -0.5658  -0.13
110 H 8.3843 0.0695 -0.1180  -0.03
111 H 7.4423 -1.2647 0.5402  0.42
112 H 7.0045 1.7071 1.1317  0.13
113 H 7.7853 0.5687 2.2184  0.34
114 H 5.4334 0.9253 2.9014  0.33
115 H 5.6649 -0.7493 2.3945  0.36
116 C 12.1439 1.0376 2.2937  -1.13
117 C 12.8178 0.5277 1.0248  -0.42
118 C 11.8159 0.1543 -0.0729  -0.36
119 C 10.9201 -0.9158 0.3859  0.26
120 N 10.2165 -1.7521 0.7456  -0.48
121 H 11.5102 0.2724 2.7448  0.34
122 H 12.8916 1.3191 3.0350  0.33
123 H 11.5276 1.9148 2.0853  0.30
124 H 13.4329 -0.3402 1.2697  0.30
125 H 13.4890 1.2976 0.6405  0.31
126 H 12.3401 -0.1907 -0.9641  0.31
127 H 11.2125 1.0204 -0.3507  0.30

---

A structure of composition C44H68N10O2SSr, computed with ωB97M-V/def2-TZVPD.

Results
E = -2844.289353 hartree
Energy above the lowest of the compared OMol25 structures with the same formula, charge and spin = 0.00 kcal/mol
Frontier orbital gap = 6.480 eV
Net charge = 0
LUMO = 0.17 eV
HOMO level = -6.31 eV

Each line ends with the Mulliken charge.
Atoms and positions in Å:
1 Sr 0.0842 -1.1918 1.2102  4.88
2 C 0.7520 -1.4626 4.6257  -1.10
3 N 0.1874 -1.5314 3.2920  -0.18
4 C -0.5685 -2.7326 3.0916  -1.81
5 C -0.8068 -0.5056 3.1837  -1.27
6 C -1.7933 -0.8273 2.1396  -1.58
7 N -1.6254 -0.0427 1.0002  -0.38
8 C -1.8630 1.3213 1.3479  -2.10
9 C -0.6449 2.2210 1.3842  -0.14
10 C -0.9845 3.5366 1.6959  -0.64
11 C -0.0489 4.5428 1.7636  -0.31
12 C 1.2765 4.1726 1.5413  -0.30
13 C 1.6761 2.8829 1.2439  -1.03
14 C 0.6942 1.8310 1.1367  0.55
15 O 1.0537 0.5778 0.8363  -0.08
16 C 3.1459 2.6056 0.9149  2.72
17 C 3.6962 1.4801 1.8058  -1.19
18 C 4.0544 3.8265 1.0767  -2.46
19 C 3.1686 2.1675 -0.5569  -1.01
20 C -0.4174 6.0057 1.9788  1.95
21 C -0.0249 6.7839 0.7129  -1.55
22 C -1.9175 6.2011 2.2113  -2.14
23 C 0.3357 6.5650 3.1931  -1.65
24 C -2.4309 -0.6695 0.0002  -0.06
25 C -1.9825 -0.2802 -1.3690  0.08
26 C -2.7655 0.5584 -2.1469  -0.53
27 C -2.3451 0.9708 -3.3980  -0.39
28 C -1.1580 0.4154 -3.8709  -0.37
29 C -0.3408 -0.4205 -3.1259  -0.50
30 C -0.6930 -0.7150 -1.7671  -0.24
31 O 0.1186 -1.3472 -0.9069  0.01
32 C 0.9807 -0.9190 -3.7100  2.52
33 C 1.0975 -2.4340 -3.4932  -1.83
34 C 2.0681 -0.2162 -2.8885  -0.14
35 C 1.1641 -0.6032 -5.1935  -2.49
36 C -3.0725 2.0194 -4.2330  2.09
37 C -4.3268 2.5523 -3.5370  -2.14
38 C -2.1157 3.2043 -4.4413  -1.57
39 C -3.4800 1.4208 -5.5860  -1.72
40 H -0.0181 -1.6677 5.3899  0.37
41 H 1.1362 -0.4560 4.8009  0.37
42 H 1.5614 -2.1847 4.7368  0.26
43 H -1.5766 -2.6606 3.5453  0.27
44 H -0.0844 -3.5983 3.5493  0.54
45 H -0.7200 -2.9474 2.0459  0.69
46 H -0.3833 0.4906 3.0510  0.76
47 H -1.3847 -0.4478 4.1269  0.79
48 H -2.7805 -0.6951 2.6176  0.32
49 H -1.7093 -1.8268 1.7971  0.13
50 H -2.3266 1.3507 2.3541  0.30
51 H -2.6084 1.7520 0.6686  0.84
52 H -2.0322 3.7377 1.8865  0.63
53 H 2.0242 4.9502 1.6053  0.41
54 H 3.7018 1.8147 2.8449  0.44
55 H 4.7264 1.2488 1.5219  0.24
56 H 3.0741 0.5935 1.7033  -0.23
57 H 4.0310 4.2148 2.0955  0.40
58 H 3.7739 4.6221 0.3860  0.42
59 H 5.0816 3.5357 0.8515  0.47
60 H 2.5042 1.3152 -0.6429  -0.14
61 H 4.1849 1.9280 -0.8768  0.45
62 H 2.7944 2.9818 -1.1779  0.45
63 H -0.5238 6.3578 -0.1580  0.32
64 H 1.0496 6.7334 0.5420  0.30
65 H -0.3143 7.8326 0.8042  0.46
66 H -2.4949 5.8486 1.3564  0.38
67 H -2.1319 7.2616 2.3486  0.45
68 H -2.2492 5.6718 3.1057  0.35
69 H 1.4134 6.5247 3.0405  0.28
70 H 0.0965 5.9842 4.0846  0.35
71 H 0.0512 7.6039 3.3698  0.47
72 H -3.5049 -0.4536 0.1619  0.58
73 H -2.3294 -1.7601 0.1310  -0.86
74 H -3.7142 0.8933 -1.7434  0.52
75 H -0.8490 0.6714 -4.8742  0.44
76 H 0.9688 -2.6249 -2.4308  0.05
77 H 2.0739 -2.7880 -3.8309  0.46
78 H 0.3243 -2.9574 -4.0567  0.41
79 H 1.7850 -0.3920 -1.8485  -1.44
80 H 2.0437 0.8520 -3.0992  0.41
81 H 3.0500 -0.6142 -3.1472  0.53
82 H 0.3519 -1.0201 -5.7900  0.42
83 H 2.1019 -1.0388 -5.5414  0.47
84 H 1.2107 0.4728 -5.3637  0.41
85 H -4.0716 2.9978 -2.5748  0.38
86 H -5.0588 1.7596 -3.3786  0.37
87 H -4.7906 3.3255 -4.1512  0.44
88 H -1.8244 3.6148 -3.4740  0.33
89 H -2.5954 3.9914 -5.0265  0.45
90 H -1.2100 2.8929 -4.9589  0.30
91 H -4.1276 0.5570 -5.4324  0.36
92 H -2.6075 1.0928 -6.1492  0.29
93 H -4.0163 2.1618 -6.1816  0.47
94 N -4.9693 -3.5466 1.7879  -0.31
95 C -4.1458 -4.5297 1.3986  0.38
96 N -4.7074 -5.7290 1.2749  -0.76
97 C -3.8606 -6.7050 1.0093  0.30
98 N -4.3547 -7.9561 0.8825  -0.39
99 N -2.5396 -6.5591 0.9064  -0.67
100 C -2.0771 -5.3142 0.9699  -0.32
101 N -2.8356 -4.2462 1.1866  -0.12
102 C -0.5940 -5.2758 0.7398  1.34
103 C 0.0677 -6.4455 1.1301  -0.80
104 C 1.4180 -6.5739 0.8682  -0.64
105 C 2.0615 -5.5550 0.1939  -1.42
106 C 1.3428 -4.4280 -0.1630  -0.40
107 N 0.0546 -4.2617 0.1280  0.25
108 H -5.9529 -3.7313 1.8615  0.26
109 H -4.6385 -2.6061 1.7764  0.22
110 H -5.3476 -8.0491 0.7615  0.27
111 H -3.7426 -8.6484 0.4889  0.25
112 H -0.4908 -7.2292 1.6175  0.48
113 H 1.9512 -7.4653 1.1705  0.43
114 H 3.1123 -5.6253 -0.0471  0.44
115 H 1.7798 -3.5881 -0.6870  1.09
116 C 6.6363 -1.6972 0.6595  -1.04
117 N 5.3245 -2.0675 1.1454  -0.09
118 C 4.1805 -1.7096 0.5684  0.47
119 N 4.1412 -1.0162 -0.5588  0.16
120 S 2.6876 -2.2141 1.2760  -0.43
121 H 7.3959 -2.1217 1.3085  0.37
122 H 6.7551 -0.6109 0.6599  0.29
123 H 6.7925 -2.0710 -0.3543  0.31
124 H 5.2051 -2.6275 1.9721  0.26
125 H 4.9341 -0.5039 -0.9083  0.36
126 H 3.1910 -0.7603 -0.8005  -0.75

---

A cluster of 7 separate species, C44H75Cl2FIN10 in total, computed with ωB97M-V/def2-TZVPD.

Results
E = -3586.063901 hartree
Frontier orbital gap = 6.879 eV
Net charge = +1
LUMO = -4.11 eV
HOMO level = -10.99 eV

Each line ends with the Mulliken charge.
Atoms and positions in Å:
1 C -5.9472 5.1873 0.7084  -1.02
2 C -4.7035 4.2962 0.0351  0.45
3 Cl -3.2676 5.3072 -0.6361  -0.14
4 C -4.7187 2.7984 -0.0666  -0.47
5 Cl -6.1685 1.8284 0.5860  -0.09
6 C -3.4021 2.0942 -0.8201  0.27
7 C -3.4512 2.1452 -2.4818  0.10
8 C -4.6633 2.8638 -3.3518  0.12
9 C -4.1727 4.3414 -3.9629  -0.99
10 F -5.2013 1.9698 -4.4447  -0.33
11 C -2.1709 1.4574 -3.2860  -0.16
12 C -2.1061 1.5025 -4.9509  -0.66
13 C -2.7949 0.1930 -5.6662  -0.44
14 C -2.0052 -0.1797 -7.0793  -0.85
15 I -1.6191 -2.3744 -7.1503  -0.02
16 C -0.9423 0.7254 -2.4245  0.17
17 C 0.3310 0.0417 -3.2317  -0.23
18 N -0.0776 -0.9528 -4.3007  -0.24
19 C -1.0657 0.7689 -0.7593  0.00
20 C 0.1832 0.0180 0.0446  -0.88
21 C 1.5700 0.9525 0.0229  -0.10
22 C 2.8970 0.1316 -0.4826  -0.21
23 C 4.0361 -0.1004 0.7042  -0.56
24 C 5.5022 -0.3149 -0.0710  -0.31
25 N 5.9789 1.0627 -0.5451  -0.52
26 N -2.2433 1.4505 -0.0314  0.70
27 C -2.2838 1.4806 1.5078  -0.86
28 N -3.0453 0.2202 1.9655  -0.42
29 H -6.9127 5.0393 0.0257  0.29
30 H -6.1740 4.8818 1.8215  0.29
31 H -5.6817 6.3478 0.6179  0.35
32 H -5.6182 3.1240 -2.6879  0.25
33 H -4.6974 5.2481 -3.4150  0.26
34 H -4.4589 4.4305 -5.1169  0.33
35 H -2.9903 4.4619 -3.9192  0.26
36 H -2.6771 2.4526 -5.3726  0.26
37 H -0.9834 1.5786 -5.2723  0.40
38 H -2.6995 -0.7535 -4.9671  0.34
39 H -3.9306 0.3101 -5.9227  0.33
40 H -0.9394 0.3516 -7.1101  0.31
41 H -2.6217 0.1434 -8.0462  0.46
42 H 1.1038 -0.4982 -2.5381  -0.20
43 H 0.9256 0.9447 -3.7381  0.13
44 H 0.2616 -1.9262 -4.0931  0.31
45 H 0.4841 -0.6733 -5.1604  0.20
46 H -0.1081 -0.2600 1.1606  0.28
47 H 0.5042 -1.0040 -0.4615  0.60
48 H 1.3144 1.8365 -0.7375  0.21
49 H 1.7324 1.3348 1.1220  0.37
50 H 2.6529 -0.9545 -0.8990  0.21
51 H 3.4821 0.6742 -1.3700  -0.24
52 H 3.7918 -1.1444 1.2130  0.16
53 H 4.0859 0.7852 1.4811  0.37
54 H 5.3337 -0.9573 -1.0426  0.16
55 H 6.2898 -0.8772 0.5881  0.23
56 H 6.1558 1.0698 -1.5737  0.18
57 H 6.8361 1.3480 -0.0025  0.26
58 H -1.1886 1.4830 1.9820  0.33
59 H -2.7878 2.4783 1.9217  0.37
60 H -2.4206 -0.3583 2.5998  0.27
61 H -3.8874 0.5567 2.5033  0.27
62 C 5.3966 -4.6308 1.0827  -1.01
63 C 6.8224 -4.7766 0.5605  -0.42
64 C 7.8735 -4.6951 1.6692  -0.39
65 C 7.7868 -3.3443 2.3607  0.32
66 N 7.7149 -2.2236 2.9342  -0.58
67 H 5.2338 -3.6523 1.5457  0.22
68 H 4.6796 -4.7239 0.2609  0.31
69 H 5.1690 -5.4055 1.8238  0.35
70 H 7.0081 -3.9949 -0.1863  0.26
71 H 6.9164 -5.7404 0.0481  0.32
72 H 8.8759 -4.8188 1.2463  0.30
73 H 7.7161 -5.4888 2.4077  0.30
74 C -0.4691 4.9430 1.0288  0.10
75 C -0.2796 5.4644 2.4497  -0.57
76 C 1.0698 6.1554 2.6550  -0.48
77 C 2.1968 5.1715 2.3860  0.31
78 N 3.1316 4.3552 2.1630  -0.49
79 H 0.2731 4.1792 0.7761  0.03
80 H -1.4567 4.4835 0.9212  -0.57
81 H -0.3897 5.7564 0.2985  0.45
82 H -0.3791 4.6268 3.1509  0.26
83 H -1.0833 6.1730 2.6784  0.34
84 H 1.1512 6.5227 3.6834  0.33
85 H 1.1702 7.0119 1.9795  0.31
86 C 8.5350 -1.0475 5.9932  -0.88
87 C 8.9330 -2.4085 6.5553  -0.36
88 C 9.3238 -2.3508 8.0333  -0.38
89 C 10.5172 -1.4268 8.2132  0.21
90 N 11.5073 -0.6603 8.3623  -0.46
91 H 9.3659 -0.3358 6.0312  0.34
92 H 8.2368 -1.1420 4.9443  0.12
93 H 7.6920 -0.6239 6.5510  0.29
94 H 9.7679 -2.8055 5.9650  0.27
95 H 8.0939 -3.1024 6.4336  0.30
96 H 9.5869 -3.3515 8.3917  0.30
97 H 8.4881 -1.9822 8.6382  0.30
98 C -8.8006 -0.3562 1.3097  -1.00
99 C -9.4152 -1.7432 1.4692  -0.20
100 C -10.8706 -1.6988 1.9388  -0.47
101 C -10.9522 -1.0154 3.2940  0.19
102 N -11.0199 -0.4485 4.4184  -0.46
103 H -8.7669 0.1829 2.2619  0.42
104 H -7.7714 -0.4362 0.9458  0.11
105 H -9.3706 0.2454 0.5925  0.35
106 H -8.8117 -2.3185 2.1819  0.08
107 H -9.3648 -2.2668 0.5082  0.34
108 H -11.2688 -2.7152 2.0243  0.33
109 H -11.4900 -1.1505 1.2206  0.31
110 C 4.6544 -1.2917 -6.4404  -1.21
111 C 5.0688 -0.2256 -5.4311  -0.64
112 C 3.9329 0.1740 -4.4874  0.06
113 C 2.7752 0.7447 -5.2902  0.28
114 N 1.8148 1.2183 -5.9561  -0.55
115 H 3.8589 -0.9343 -7.1021  0.36
116 H 5.5039 -1.5661 -7.0736  0.37
117 H 4.3007 -2.1963 -5.9327  0.30
118 H 5.4285 0.6566 -5.9748  0.34
119 H 5.9095 -0.6042 -4.8394  0.36
120 H 4.2836 0.9290 -3.7760  0.24
121 H 3.5832 -0.6935 -3.9172  0.17
122 C -6.3815 -5.2079 3.1227  -1.20
123 C -5.7067 -3.8721 2.8276  -0.50
124 C -5.4554 -3.6492 1.3350  0.13
125 C -4.5414 -4.7394 0.7998  0.06
126 N -3.7831 -5.6437 0.3558  -0.47
127 H -5.7552 -6.0528 2.8193  0.39
128 H -6.5669 -5.3109 4.1965  0.34
129 H -7.3424 -5.2857 2.6013  0.30
130 H -4.7577 -3.8255 3.3756  0.33
131 H -6.3389 -3.0626 3.2091  0.30
132 H -4.9837 -2.6740 1.1751  0.18
133 H -6.3994 -3.6651 0.7794  0.15